Entry 1:
The following is a DFT calculation (ωB97M-V with the def2-TZVPD basis set) of a single C4H10O2 molecule.

CARTESIAN COORDINATES (ANGSTROEM)
C1 2.29 -0.93 -0.32
O1 1.31 -0.22 0.40
C2 0.44 0.53 -0.43
C3 -0.77 0.96 0.45
C4 -2.31 0.25 0.01
O2 -0.95 0.05 1.55
H1 1.83 -1.60 -1.06
H2 2.97 -0.25 -0.84
H3 2.86 -1.53 0.39
H4 0.08 -0.12 -1.24
H5 0.99 1.36 -0.90
H6 -0.41 1.91 0.96
H7 -2.68 -0.74 0.46
H8 -2.20 0.06 -1.04
H9 -3.06 0.97 0.29
H10 -0.41 -0.70 1.33

Results
Orbital gap = 9.427 eV
SMILES = COC[C@@H](C)O
Lowest unoccupied orbital energy = 0.03635 hartree
Highest occupied orbital energy = -8.4 eV

Entry 2:
The following is a DFT calculation (ωB97M-V with the def2-TZVPD basis set) of 2 unconnected molecules or ions with the total composition C4H10O2.

CARTESIAN COORDINATES (ANGSTROEM)
C1 -0.70 0.63 1.32
C2 0.47 0.10 1.01
C3 1.53 0.79 0.20
O1 2.19 -0.15 -0.64
H1 -1.05 1.56 0.86
H2 -1.41 0.14 1.99
H3 0.74 -0.89 1.39
H4 2.24 1.22 0.91
H5 1.09 1.59 -0.40
H6 2.97 0.29 -1.01
C4 -1.70 -0.91 -1.32
O2 -0.48 -0.28 -1.63
H7 -2.47 -0.17 -1.54
H8 -1.87 -1.80 -1.94
H9 -1.77 -1.20 -0.26
H10 0.25 -0.88 -1.45

Results
Orbital gap = 10.407 eV
SMILES = C=CCO.CO
Lowest unoccupied orbital energy = 0.03271 hartree
Highest occupied orbital energy = -9.5 eV

Entry 3:
The following is a DFT calculation (ωB97M-V with the def2-TZVPD basis set) of 2 unconnected molecules or ions with the total composition C4H10O2.

CARTESIAN COORDINATES (ANGSTROEM)
C1 -0.63 0.87 -2.81
O1 0.02 0.07 -1.85
C2 -0.47 0.31 -0.55
C3 0.31 -0.58 0.42
O2 0.69 0.22 1.54
C4 1.42 -0.40 2.49
H1 -0.15 0.67 -3.77
H2 -1.70 0.62 -2.88
H3 -0.53 1.94 -2.58
H4 -0.32 1.36 -0.26
H5 -1.55 0.10 -0.51
H6 -0.30 -1.41 0.79
H7 1.20 -0.97 -0.08
H8 0.48 -0.92 3.60
H9 1.14 -1.44 2.92
H10 1.84 0.34 3.15

Results
Orbital gap = 9.392 eV
Lowest unoccupied orbital energy = 0.03277 hartree
Highest occupied orbital energy = -8.5 eV

Entry 4:
The following is a DFT calculation (ωB97M-V with the def2-TZVPD basis set) of 2 unconnected molecules or ions with the total composition C4H10O2.

CARTESIAN COORDINATES (ANGSTROEM)
C1 -0.58 0.82 -0.50
C2 -0.44 -0.04 0.75
C3 0.92 -0.73 0.93
C4 -1.58 -0.99 1.01
O1 -2.62 -1.04 0.43
H1 -0.11 1.78 -0.31
H2 -1.60 0.94 -0.85
H3 0.00 0.35 -1.30
H4 -0.54 0.61 1.65
H5 1.72 0.01 0.82
H6 1.01 -1.56 0.24
H7 0.99 -1.14 1.93
H8 -1.39 -1.65 1.90
O2 2.97 1.48 -2.04
H9 3.06 1.10 -2.92
H10 3.85 1.88 -1.95

Results
Orbital gap = 10.255 eV
SMILES = CC(C)C=O.O
Lowest unoccupied orbital energy = 0.02482 hartree
Highest occupied orbital energy = -9.6 eV

Entry 5:
The following is a DFT calculation (ωB97M-V with the def2-TZVPD basis set) of a gas-phase ion, C4H10O2P (charge -1).

CARTESIAN COORDINATES (ANGSTROEM)
C1 -1.29 2.23 -0.65
P1 -0.21 0.59 0.48
O1 -0.10 0.72 1.96
C2 1.45 0.46 -0.48
C3 2.42 -0.39 0.29
O2 -0.55 -1.19 0.13
C4 -1.92 -1.50 0.11
H1 -2.21 2.29 -0.06
H2 -1.75 1.61 -1.44
H3 1.43 0.30 -1.56
H4 1.74 1.51 -0.28
H5 2.37 -0.07 1.25
H6 2.21 -1.53 0.24
H7 3.38 -0.17 -0.14
H8 -2.24 -1.85 -0.95
H9 -2.55 -0.70 0.29
H10 -2.20 -2.32 0.80

Results
Orbital gap = 7.385 eV
Net charge = -1
SMILES = C=[P@]([O-])(CC)OC
Lowest unoccupied orbital energy = 0.14826 hartree
Highest occupied orbital energy = -3.4 eV

Entry 6:
The following is a DFT calculation (ωB97M-V with the def2-TZVPD basis set) of 2 unconnected molecules or ions with the total composition C4H10O3.

CARTESIAN COORDINATES (ANGSTROEM)
C1 -0.17 0.09 0.07
C2 -1.40 -0.55 0.80
C3 -2.34 0.58 1.19
O1 -3.50 0.24 1.90
C4 0.98 -0.92 -0.27
O2 2.30 -0.28 0.02
H1 0.43 0.95 0.42
H2 -0.38 0.53 -0.93
H3 -1.86 -1.18 0.02
H4 -1.05 -1.07 1.74
H5 -1.65 1.42 1.75
H6 -2.63 1.21 0.29
H7 1.18 -1.88 0.26
H8 0.94 -1.19 -1.39
H9 2.74 -0.08 -0.87
H10 2.87 1.21 -2.81
O3 3.56 0.91 -2.18

Results
Orbital gap (spin up / spin down) = 6.064 / 3.658 eV
Net charge = -1
Lowest unoccupied orbital energy (spin up / spin down) = 0.11626 / 0.02782 hartree
Spin multiplicity = 2
Highest occupied orbital energy (spin up / spin down) = -2.9 / -2.9 eV

Entry 7:
The following is a DFT calculation (ωB97M-V with the def2-TZVPD basis set) of 2 unconnected molecules or ions with the total composition C4H10O3.

CARTESIAN COORDINATES (ANGSTROEM)
C1 0.86 -1.36 2.49
O1 2.09 -1.58 3.13
C2 0.59 -0.16 1.48
C3 -0.76 -0.25 0.78
C4 -0.95 0.82 -0.28
O2 -0.82 0.32 -1.62
H1 0.03 -0.93 3.20
H2 0.33 -2.42 2.12
H3 0.57 0.86 1.86
H4 1.25 -0.14 0.62
H5 -1.52 -0.07 1.55
H6 -0.77 -1.27 0.41
H7 -1.92 1.32 -0.20
H8 -0.26 1.76 0.03
H9 -0.89 1.11 -2.14
H10 -1.13 1.24 -4.63
O3 -0.52 1.78 -5.22

Results
Orbital gap = 6.485 eV
Net charge = -2
Lowest unoccupied orbital energy = 0.22607 hartree
Highest occupied orbital energy = -0.3 eV

Entry 8:
The following is a DFT calculation (ωB97M-V with the def2-TZVPD basis set) of 2 unconnected molecules or ions with the total composition C4H10O3.

CARTESIAN COORDINATES (ANGSTROEM)
O1 -2.73 -0.77 2.24
C1 -2.17 -0.93 1.19
C2 -0.68 -0.86 0.99
C3 -0.34 0.46 0.30
C4 1.16 0.64 0.13
O2 1.53 1.65 -0.81
H1 -2.78 -1.12 0.28
H2 -0.08 -0.88 1.88
H3 -0.44 -1.74 0.39
H4 -0.83 0.65 -0.66
H5 -0.69 1.31 0.89
H6 1.77 -0.26 -0.02
H7 1.59 0.95 1.09
H8 0.75 2.07 -1.13
O3 2.28 -0.50 -2.90
H9 1.51 -0.22 -3.40
H10 2.56 0.38 -2.59

Results
Orbital gap = 10.566 eV
SMILES = O=CCCCO.O
Lowest unoccupied orbital energy = 0.02034 hartree
Highest occupied orbital energy = -10.0 eV

Entry 9:
The following is a DFT calculation (ωB97M-V with the def2-TZVPD basis set) of a molecular structure, C4H10O3.

CARTESIAN COORDINATES (ANGSTROEM)
C1 -0.83 -1.17 -0.72
C2 -1.78 -0.27 -1.43
O1 0.91 0.97 -0.44
O2 1.87 0.44 -1.38
H1 2.24 -0.31 -0.85
H2 -0.01 -1.54 -1.33
H3 -1.32 -1.95 -0.14
H4 -2.44 -0.88 -2.06
H5 -1.25 0.43 -2.07
H6 -2.42 0.27 -0.73
C3 0.59 1.11 2.00
C4 1.04 0.15 0.93
O3 2.04 -0.55 1.03
H7 -0.13 -0.73 0.38
H8 0.56 0.59 2.96
H9 1.32 1.92 2.08
H10 -0.39 1.52 1.76

Results
Orbital gap (spin up / spin down) = 9.049 / 9.049 eV
Lowest unoccupied orbital energy (spin up / spin down) = -0.01474 / -0.01474 hartree
Highest occupied orbital energy (spin up / spin down) = -9.4 / -9.5 eV

Entry 10:
The following is a DFT calculation (ωB97M-V with the def2-TZVPD basis set) of 2 unconnected molecules or ions with the total composition C4H10O3.

CARTESIAN COORDINATES (ANGSTROEM)
C1 -1.97 -0.58 1.86
O1 -0.81 0.16 1.57
C2 -0.20 -0.20 0.37
C3 0.86 0.82 0.02
O2 2.21 0.36 0.21
C4 0.71 1.21 -1.36
O3 1.57 0.75 -2.24
H1 -2.18 -0.45 2.93
H2 -1.84 -1.65 1.66
H3 -2.83 -0.22 1.28
H4 0.35 -1.60 -1.49
H5 -0.92 -0.47 -0.41
H6 0.62 1.67 0.66
H7 2.07 -0.53 0.58
H8 -0.07 1.84 -1.77
H9 0.15 -1.45 -2.20
H10 2.28 0.34 -1.68

Results
Orbital gap (spin up / spin down) = 6.703 / 8.697 eV
Lowest unoccupied orbital energy (spin up / spin down) = -0.00143 / 0.03492 hartree
Highest occupied orbital energy (spin up / spin down) = -6.7 / -7.7 eV

Entry 11:
The following is a DFT calculation (ωB97M-V with the def2-TZVPD basis set) of 2 unconnected molecules or ions with the total composition C4H10O3.

CARTESIAN COORDINATES (ANGSTROEM)
C1 -0.84 -1.20 0.46
C2 0.00 0.00 0.00
O1 0.34 -0.19 -1.35
C3 -0.87 -0.23 -2.13
O2 -1.74 -1.27 -1.76
C4 -2.04 -1.45 -0.39
H1 -0.29 -2.15 0.32
H2 -1.08 -1.09 1.53
H3 0.92 -0.01 0.62
H4 -0.58 0.90 0.27
H5 -1.32 0.78 -2.08
H6 -0.60 -0.43 -3.18
H7 -2.89 -0.84 -0.03
H8 -2.29 -2.51 -0.20
O3 -4.54 1.93 -1.25
H9 -4.23 1.53 -0.40
H10 -5.52 1.87 -1.20

Results
Orbital gap = 10.700 eV
SMILES = C1COCOC1.O
Lowest unoccupied orbital energy = 0.02411 hartree
Highest occupied orbital energy = -10.0 eV

Entry 12:
The following is a DFT calculation (ωB97M-V with the def2-TZVPD basis set) of 3 unconnected molecules or ions with the total composition C4H10O3.

CARTESIAN COORDINATES (ANGSTROEM)
C1 -1.22 -1.05 2.32
C2 0.11 -0.96 2.03
C3 0.56 -0.98 0.63
C4 -0.34 -1.31 -0.26
O1 1.89 -1.00 0.37
H1 -2.04 -1.01 1.59
H2 -1.57 -1.05 3.42
H3 0.96 -0.83 2.75
H4 0.08 -1.42 -1.23
H5 -1.43 -1.47 -0.12
H6 2.06 -0.28 -0.18
O2 -0.67 1.48 -2.70
H7 -0.75 1.85 -3.55
H8 -1.36 1.77 -2.12
O3 1.22 1.97 -0.57
H9 0.71 1.72 -1.41
H10 1.79 2.59 -0.98

Results
Orbital gap = 8.637 eV
SMILES = C=CC(=C)O.O.O
Lowest unoccupied orbital energy = 0.01457 hartree
Highest occupied orbital energy = -8.2 eV

ΔE to the lowest compared entry with this formula, charge and spin: 95.1 46.3 119.6 19.5 63.8 47.5 45.1 36.6 130.4 130.7 41.7 63.6 (kcal per mole)